Record 1
Formula: C43H67ClI2N2O10S5
Source: the Open Molecules 2025 dataset
Level of theory: the ωB97M-V functional and the def2-TZVPD basis

Its HOMO energy is -0.2744 Ha. Its charge is 0. As for the structure (SMILES): CCCc1c(CN)c(C[C@@H](C)I)cc2c1N(OCC)c1cc(C)c(C[C@@H](C)I)c(CC(=O)Cl)c1S2.O=S1(=O)CCCC1.O=S1(=O)CCCC1.O=S1(=O)CCCC1.O=S1(=O)CCCC1. The value obtained for the electronic energy is -5586.164469 a.u. Its LUMO energy is -0.385 eV. The gap between HOMO and LUMO comes out at 7.08 eV.

Structure (XYZ):
```
130
Properties=species:S:1:pos:R:3:mulliken_charge:R:1
Cl -7.4182 0.7197 4.2885 -0.177
H 9.2306 1.1693 -1.9329 0.371
H 5.4888 -3.2856 -5.5827 0.376
O 5.1151 -3.9488 -3.0639 -0.743
C 1.9093 -0.5654 -0.8203 -0.498
H -9.7677 -0.3013 -0.3235 0.248
C 0.1805 -4.2767 -1.4395 -0.277
C -6.8354 -0.6331 0.2251 0.641
H 2.6383 -0.1418 0.0241 0.172
H 1.7279 2.3574 -0.3541 0.326
H -9.0184 3.7368 5.6767 0.340
O 10.3267 -1.7293 -3.5314 -0.697
H 11.7316 2.0983 -2.0931 0.290
N 1.9877 0.3157 -2.0490 -0.664
C -8.6577 3.4964 6.6813 -0.674
C -4.6377 -2.3473 -0.6768 -0.124
C 12.0132 1.0418 -2.0069 -0.662
C -5.3450 -1.3238 0.4425 -0.177
H -11.3731 2.1669 8.2481 0.328
C 9.7369 0.2029 -1.8506 -0.465
H 2.1357 0.9427 1.9896 0.323
H 8.1837 3.7244 3.7153 0.279
C -9.2271 1.1889 -1.9881 -0.432
H -4.9259 -6.4400 -1.9714 0.287
C 9.5584 2.8770 2.2813 -0.597
H 6.2621 -1.1089 -6.4395 0.405
H 8.2972 1.9638 3.8024 0.351
C -1.4520 0.2160 1.7657 -0.946
H -9.9352 -1.0890 -2.0298 0.405
H 10.8936 0.8830 -0.1378 -0.063
H -1.1825 -2.8174 -2.7392 0.322
H 0.6329 -2.3383 -2.5663 0.107
C 1.0783 1.4274 1.7238 -0.861
H 2.3286 -0.3372 -2.8167 0.406
H 7.0785 1.7284 1.6801 0.262
C -0.2974 -2.7577 -1.9491 -0.569
O 9.2753 2.6441 -0.3262 -0.510
H -9.6233 1.8912 -1.1293 0.451
C 5.9126 -1.1646 -5.4044 -0.764
C -7.9004 -0.2751 2.7545 0.505
H -8.4321 -1.3425 -4.1091 0.185
C 7.3665 3.7813 1.0773 -0.738
C 0.3813 -4.3628 0.1862 -0.751
O -2.9914 -4.0697 -0.9105 -0.039
H 1.1111 -4.6534 -2.0677 0.393
C -7.9525 -2.2960 -3.6294 -1.059
H 7.1934 4.7870 1.4717 0.339
C -3.8006 -6.3468 -1.5836 -0.849
C -2.2225 -1.9764 -0.0117 -0.358
I 2.6979 4.2286 1.4658 -0.026
H 9.0579 -0.5432 -1.4344 0.458
H -5.0380 -3.3736 -2.8273 0.230
S -9.0592 4.8671 7.7469 1.159
I -10.7110 1.3996 -3.6346 0.010
O 3.8517 -1.7526 -2.9127 -0.564
H 11.4239 -0.6644 -0.8200 0.404
H 12.0747 1.0816 -4.1869 0.387
C -7.7383 1.6471 -2.5105 -0.823
H 13.0385 1.0056 -1.6258 0.396
H 6.1460 2.8888 2.6420 0.338
H -11.3816 3.0384 6.7117 0.299
H 2.8302 0.9443 -1.8816 0.305
H 7.1493 -2.3355 -2.4976 0.302
H -0.6989 -5.0392 -1.7043 0.056
S 10.2506 -0.2842 -3.4859 1.277
H 9.9519 1.8779 2.0751 0.257
C 1.2718 2.6992 0.6888 -0.334
C 0.0314 0.3052 1.0717 0.088
H -3.3146 -7.3790 -1.3204 0.278
H -3.0584 -5.7328 0.5288 0.320
S 4.9553 -2.5495 -3.4058 1.064
O 9.6865 4.9522 0.6463 -0.704
H -8.9237 1.9649 8.1792 0.313
C 7.0729 -1.3093 -4.4209 -0.141
C 5.0262 -2.3802 -5.1783 -0.790
H 5.3544 -0.2466 -5.1850 0.290
O -9.3353 6.0301 6.9273 -0.673
N -3.3059 -2.9261 -0.3447 0.410
H -9.4893 1.4889 6.5684 0.319
H 12.6096 -0.4663 -3.4639 0.335
H -7.3575 0.9484 -3.3865 0.233
H -0.9088 2.7615 -0.2647 0.269
H 1.1528 -3.5647 0.5790 0.189
H 0.8507 -5.4197 0.4280 0.345
H -7.8290 2.7557 -2.9033 0.387
H 7.6639 -0.3905 -4.3541 0.124
C -10.8065 2.8707 7.6304 -0.672
C -3.6770 -5.2382 -0.3373 -0.257
C 11.9097 0.3691 -3.3747 -0.808
H 6.7851 3.6292 0.1664 0.395
C -0.7357 -1.8151 -0.6883 0.484
H 10.3242 3.4858 2.7685 0.421
O 9.4999 0.4839 -4.4590 -0.783
H 6.2392 -0.7942 -2.4735 0.395
H 7.7433 -2.1073 -4.7626 0.317
S -4.2843 -0.9778 1.9965 -0.258
H 0.6730 1.8408 2.7678 0.395
C -5.5292 -2.6521 -2.0446 -0.569
C 7.1035 2.7239 2.1392 -0.521
H -3.1939 -5.9064 -2.5067 0.215
C 6.4797 -1.6829 -3.0635 -0.755
C -2.5359 -0.8903 1.2257 0.195
H -0.6597 3.8595 1.3569 0.283
H -6.6715 1.2298 1.5400 0.442
O -8.1061 4.8956 8.8363 -0.661
O -8.5547 -1.4386 2.7969 -0.482
H -8.4323 1.0007 0.9073 0.111
C -9.4255 2.3236 7.2726 -0.531
C -7.7352 -0.9643 -1.1405 0.139
S 9.1062 3.6264 0.7239 1.036
H 4.0198 -2.2593 -5.5828 0.436
H -11.4092 4.9023 8.1470 0.348
C -7.4965 0.3975 1.3151 -0.631
C -7.0399 -1.9736 -2.2765 0.506
C -10.5997 4.1987 8.3568 -0.626
H -6.9166 1.6662 -1.6543 0.208
C 11.0371 0.3305 -1.0709 -0.447
H -10.5024 4.0536 9.4362 0.350
H -7.3650 -2.9786 -4.3877 0.318
C -0.1917 3.4415 0.3644 -0.929
H -8.8628 -2.9575 -3.2347 0.279
H -0.6537 -4.3165 0.7777 0.108
C 0.4040 -0.7064 -0.1696 0.828
H -1.7639 0.9234 2.6471 0.191
C -9.2511 -0.3429 -1.3983 -1.040
H 0.0866 4.3645 -0.3383 0.367
C 8.2780 2.8131 3.1124 -0.663
H -7.5780 3.3390 6.6656 0.386
H -4.7776 -5.0470 0.0139 0.265
H 2.2879 -1.6790 -1.0105 0.009
```



Record 2
Formula: C18H18Cl2N2O3S
Source: the Open Molecules 2025 dataset
Level of theory: the ωB97M-V functional and the def2-TZVPD basis

Its HOMO energy is -0.3195 Ha. The calculation puts the relative energy (zero: lowest compared OMol25 entry of this formula, charge and spin) at 2.65 kcal/mol. Its charge is 0. As for the structure (SMILES): Cc1c(Cl)cnc(NC(=O)COC(=O)c2cc3c(s2)CC[C@@H](C)C3)c1Cl. The value obtained for the electronic energy is -2350.581658 a.u. Its LUMO energy is 0.435 eV. The gap between HOMO and LUMO comes out at 9.13 eV.

Structure (XYZ):
```
44
Properties=species:S:1:pos:R:3:nbo_charge:R:1
S -1.2723 -0.3923 -1.8350 0.490
H 2.0698 0.6215 2.1817 0.243
H -4.7769 1.7116 0.3836 0.217
C -2.9409 0.0478 -1.8112 -0.154
C -3.8031 0.0184 -3.0244 -0.440
H -7.1486 2.1747 -0.5820 0.209
H 1.0985 0.0102 3.5654 0.221
C -2.3256 0.3803 0.3872 -0.160
H -5.5674 -0.8779 -2.1700 0.201
C 5.0924 1.2455 1.7071 0.049
Cl 5.4048 -3.0117 0.5404 0.018
C -4.7703 0.8533 -0.2919 -0.416
C 7.5903 -1.0270 -0.0259 -0.648
H -3.5620 0.8783 -3.6584 0.217
H 8.0244 -1.8466 0.5450 0.238
N 4.0975 0.4261 1.9905 -0.458
H 7.3105 -1.4168 -1.0039 0.239
C -1.1349 -0.0479 -0.1419 -0.336
C -5.5075 1.1925 -1.5907 -0.207
C 5.3178 -1.3400 0.9802 -0.096
H -7.4459 0.4765 -0.9581 0.203
C 1.3266 -0.1115 2.5049 -0.190
C 0.1406 -0.2421 0.5169 0.768
H -5.8939 0.2426 -3.4953 0.211
C -5.2751 0.0766 -2.6122 -0.385
H -5.0905 2.1218 -1.9946 0.196
H -3.6015 -0.8807 -3.6102 0.224
H -5.2897 0.0344 0.2165 0.211
C 6.3825 -0.5026 0.6744 0.007
H -2.4387 0.6385 1.4243 0.233
N 3.1479 -1.7157 1.9299 -0.614
O 1.0996 -2.4904 2.3457 -0.577
Cl 7.4850 1.9919 0.7386 0.017
C 4.1712 -0.8477 1.6345 0.375
H 8.3334 -0.2467 -0.1538 0.238
C 1.8236 -1.5295 2.2507 0.690
H -7.5111 1.6884 -2.2381 0.209
H 3.3485 -2.6846 1.6906 0.424
C 6.2431 0.8374 1.0571 -0.101
H 4.9580 2.2705 2.0209 0.208
O 0.0944 0.0837 1.8230 -0.483
C -6.9959 1.3963 -1.3260 -0.597
O 1.1500 -0.6450 -0.0196 -0.606
C -3.3585 0.4377 -0.5658 -0.087
```



Q: Among the records above, which one has the highest gap between HOMO and LUMO?
A: C18H18Cl2N2O3S